1.
# C32H37BeN3O2PSe

A structure of composition C32H37BeN3O2PSe (wB97M-V/def2-TZVPD, OMol25).

Properties
orbital gap: 0.227 Eh
E_tot: -4313.9651 Eh
LUMO energy: 2.6470 eV
charge: -1

Last column: Löwdin charge in e.
Element x y z (Å)
Be  0.39000  0.58018  -0.66228  0.193
N  2.68383  -0.35188  0.85899  -0.119
P  3.70652  0.02046  -0.53590  1.100
C  3.56348  1.72824  -1.17336  -0.433
C  3.83178  2.89710  -0.45677  -0.101
C  3.98495  4.10315  -1.11105  -0.101
C  3.91416  4.17031  -2.49895  -0.117
C  3.68908  3.01183  -3.22078  -0.105
C  3.53102  1.79837  -2.56409  -0.138
C  5.23384  0.29161  0.46573  -0.364
C  6.45005  0.01574  -0.15609  -0.108
C  7.65544  0.23981  0.49437  -0.097
C  7.66540  0.73054  1.79120  -0.106
C  6.46251  1.00536  2.42687  -0.093
C  5.26007  0.79330  1.76836  -0.115
C  1.59319  -1.18381  0.77878  -0.361
C  1.39070  -2.15347  1.77429  -0.019
C  0.44729  -3.13886  1.57505  -0.047
C  -0.30298  -3.15609  0.39879  -0.058
C  -0.14158  -2.10163  -0.46748  -0.134
N  0.74070  -1.09231  -0.26694  0.074
H  3.22317  -0.53785  1.69098  0.062
H  3.87482  2.86433  0.62379  0.097
H  4.16473  5.00397  -0.53506  0.092
H  4.03917  5.11833  -3.00788  0.087
H  3.63211  3.04698  -4.30246  0.092
H  3.33983  0.89418  -3.13005  0.087
H  6.44878  -0.37570  -1.16709  0.095
H  8.58841  0.02298  -0.01142  0.097
H  8.60443  0.90002  2.30319  0.094
H  6.45999  1.39919  3.43602  0.098
H  4.33330  1.05208  2.26810  0.101
H  2.01817  -2.15082  2.65661  0.106
H  0.31410  -3.90973  2.32370  0.108
H  -1.04140  -3.91643  0.19038  0.087
H  -0.77028  -2.00494  -1.33678  0.060
O  -1.51928  1.91181  -0.68151  -0.038
C  -1.77756  3.07109  -0.48468  -0.479
C  -1.56848  3.73324  0.84966  -0.096
C  -2.86373  3.45690  1.63848  -0.180
C  -4.18497  3.79931  0.92224  -0.198
C  -4.54874  2.87177  -0.25303  -0.192
C  -3.86812  3.21832  -1.59127  -0.182
N  -2.54190  3.82058  -1.38463  0.053
H  -1.40466  4.80839  0.72891  0.115
H  -0.70469  3.29593  1.34699  0.118
H  -2.81505  4.00367  2.58385  0.104
H  -2.88491  2.39060  1.88141  0.115
H  -4.18471  4.85187  0.60818  0.106
H  -4.97921  3.71505  1.66819  0.101
H  -5.63163  2.87593  -0.40382  0.104
H  -4.28579  1.84531  0.01866  0.032
H  -4.45697  3.93612  -2.16543  0.107
H  -3.75549  2.31497  -2.18882  0.107
H  -2.64112  4.76776  -1.04776  0.102
C  -3.36150  -6.82632  0.05287  -0.070
C  -3.33087  -5.32316  -0.04215  -0.306
C  -3.21007  -4.67415  -1.26237  -0.043
C  -3.17248  -3.28527  -1.36225  -0.329
C  -3.08813  -2.66779  -2.73234  -0.109
C  -3.23089  -2.48010  -0.20428  -0.594
Se  -2.93755  -0.59615  -0.33944  0.685
C  -3.40945  -3.13776  1.03247  -0.326
C  -3.56919  -2.38692  2.32800  -0.091
C  -3.44613  -4.52680  1.09004  -0.055
H  -3.26737  -7.28097  -0.93439  0.065
H  -4.29627  -7.18029  0.49539  0.071
H  -2.54575  -7.20608  0.67335  0.070
H  -3.14695  -5.26711  -2.17103  0.104
H  -3.08421  -3.44214  -3.50308  0.066
H  -2.19992  -2.04588  -2.85393  0.047
H  -3.93150  -1.99418  -2.89821  0.065
H  -3.49360  -1.31488  2.16407  0.003
H  -2.80588  -2.68669  3.05230  0.072
H  -4.54542  -2.60483  2.77165  0.074
H  -3.56929  -5.00125  2.06172  0.114
O  1.28063  1.62558  -0.68480  -0.428

=====

2.
# C32H37ClN2O4

A cluster of 2 separate species, C32H37ClN2O4 in total in a non-equilibrium geometry (wB97M-V/def2-TZVPD, OMol25).

Properties
orbital gap: 0.089 Eh
E_tot: -2112.1181 Eh
LUMO energy: -2.4853 eV

Last column: Löwdin charge in e.
Element x y z (Å)
C  7.01460  -3.17834  1.02380  -0.084
C  5.59727  -2.75343  1.26827  -0.264
O  4.74836  -3.23051  0.21689  -0.014
C  3.52025  -2.70400  0.40769  -0.578
C  2.49100  -3.13366  -0.54902  -0.598
Cl  0.96539  -2.52748  -0.28085  0.675
C  2.62456  -4.02189  -1.71224  -0.576
O  1.69609  -4.28806  -2.46853  -0.028
O  3.85417  -4.54402  -1.90222  -0.016
C  3.79702  -5.42034  -3.03488  -0.262
C  5.17163  -5.91861  -3.37167  -0.084
O  3.29973  -1.92537  1.32850  -0.032
H  7.61445  -2.80062  1.85291  0.069
H  7.12460  -4.26444  0.99927  0.074
H  7.40982  -2.74032  0.10410  0.076
H  5.23052  -3.15557  2.22089  0.125
H  5.54252  -1.66123  1.30377  0.119
H  3.13037  -6.25829  -2.79607  0.125
H  3.38248  -4.87411  -3.88789  0.120
H  5.07341  -6.60785  -4.21141  0.070
H  5.82424  -5.10257  -3.69125  0.075
H  5.63201  -6.46302  -2.54447  0.074
C  0.67817  7.09750  2.81510  -0.051
N  0.27887  5.87571  3.48081  -0.183
C  0.56130  5.86488  4.90032  -0.051
C  -0.25707  4.80689  2.82663  -0.197
C  -0.85028  3.73553  3.55261  -0.002
C  -1.35571  2.63172  2.89305  -0.001
C  -1.32162  2.53503  1.47806  -0.167
C  -1.78506  1.34786  0.78051  -0.057
C  -1.90139  0.11338  1.47072  -0.003
C  -2.44066  -1.04462  0.93948  0.040
C  -2.62743  -2.27790  1.65811  -0.203
C  -3.21732  -3.38050  0.98894  -0.010
C  -3.46273  -4.57325  1.65386  -0.062
C  -3.13026  -4.70110  3.01129  -0.054
C  -2.50915  -3.63851  3.68129  -0.062
C  -2.25429  -2.43961  3.01832  -0.002
C  -2.13881  1.44736  -0.64405  -0.202
C  -1.63304  0.54688  -1.60755  -0.012
C  -1.96102  0.67743  -2.94932  0.012
C  -2.87540  1.68130  -3.36295  -0.227
N  -3.25351  1.79322  -4.68010  -0.210
C  -4.56708  2.27619  -5.05653  -0.069
C  -2.32334  1.58877  -5.77107  -0.061
C  -3.39885  2.58051  -2.40082  -0.011
C  -3.00216  2.48093  -1.08135  -0.028
C  -0.75725  3.62590  0.76172  0.003
C  -0.23109  4.72787  1.40579  0.002
H  0.18595  7.20130  1.84487  0.080
H  0.40438  7.95599  3.44419  0.096
H  1.76924  7.13408  2.66719  0.104
H  0.57378  4.84465  5.29145  0.081
H  1.54383  6.32366  5.07911  0.098
H  -0.18331  6.45011  5.46170  0.102
H  -0.92348  3.78059  4.63911  0.104
H  -1.81214  1.83476  3.47751  0.115
H  -1.57863  0.09448  2.51382  0.098
H  -2.81792  -1.02264  -0.08448  0.122
H  -3.47420  -3.25813  -0.06472  0.121
H  -3.91360  -5.40585  1.11470  0.110
H  -3.35189  -5.62606  3.54019  0.109
H  -2.22044  -3.74592  4.72738  0.109
H  -1.76841  -1.61499  3.54011  0.109
H  -0.94517  -0.23891  -1.28777  0.107
H  -1.56496  -0.02326  -3.68796  0.123
H  -5.24967  2.19251  -4.20330  0.087
H  -4.53608  3.32765  -5.38349  0.091
H  -4.96153  1.67541  -5.88934  0.093
H  -1.29569  1.57074  -5.38978  0.092
H  -2.51927  0.64584  -6.30412  0.093
H  -2.41957  2.40917  -6.49941  0.091
H  -4.07420  3.37868  -2.71613  0.112
H  -3.38316  3.20208  -0.35749  0.125
H  -0.70958  3.58340  -0.32564  0.126
H  0.21743  5.52506  0.81385  0.104

=====

3.
# C32H37N2O

The ion C32H37N2O with charge +1 in a non-equilibrium geometry (wB97M-V/def2-TZVPD, OMol25).

Properties
orbital gap: 0.230 Eh
E_tot: -1425.9880 Eh
LUMO energy: -4.8736 eV
charge: +1

Last column: Löwdin charge in e.
Element x y z (Å)
C  -4.63015  2.83326  2.46749  -0.051
C  -3.91110  1.62204  1.98019  -0.273
C  -3.69195  0.53043  2.81663  -0.052
C  -2.97721  -0.57684  2.38506  -0.220
C  -2.86589  -1.75209  3.31916  -0.020
C  -2.35405  -0.53513  1.10768  -0.145
C  -1.30772  -1.56867  0.72874  -0.281
C  -1.98224  -2.84635  0.16002  -0.035
C  -0.23601  -1.85600  1.85083  -0.088
C  0.31341  -0.63418  2.67071  -0.110
C  1.70743  -0.19342  2.24145  -0.145
C  1.88573  1.13140  1.78029  -0.201
C  0.75347  2.10683  1.62953  -0.022
C  3.16746  1.56150  1.45486  0.002
C  4.26138  0.69212  1.43775  -0.245
C  5.61404  1.27443  1.08786  -0.042
C  4.04091  -0.62800  1.79446  0.005
C  2.77504  -1.08611  2.19037  -0.208
C  2.69719  -2.55860  2.46244  -0.043
C  0.59850  -0.37051  4.27464  -0.164
N  -0.47071  0.59166  4.59938  0.136
N  -1.26986  1.36682  4.35888  0.437
C  0.24979  -1.71280  4.95814  -0.128
C  1.36409  -2.26425  5.83231  -0.122
C  1.60432  -1.36350  7.00089  -0.168
C  1.83114  -1.85530  8.31878  -0.008
C  2.14006  -0.98880  9.35553  -0.048
C  2.27402  0.37616  9.06440  -0.054
C  2.09512  0.86111  7.76343  0.010
C  1.69899  -0.00022  6.70645  -0.094
C  1.63194  0.42313  5.24623  -0.214
O  2.10698  1.46736  4.85374  0.151
C  -2.71090  0.47129  0.19482  -0.211
C  -2.23955  0.44280  -1.23939  -0.034
C  -3.43458  1.57340  0.66013  0.008
H  -4.87093  3.48311  1.61606  0.083
H  -5.56001  2.55908  2.98196  0.088
H  -4.01467  3.40719  3.17766  0.086
H  -4.09406  0.52370  3.82769  0.120
H  -2.91773  -2.72055  2.80166  0.083
H  -1.93540  -1.72269  3.90765  0.041
H  -3.68253  -1.70065  4.05338  0.096
H  -0.72797  -1.17191  -0.12728  0.130
H  -2.74520  -2.57975  -0.59066  0.088
H  -1.27653  -3.49879  -0.35641  0.082
H  -2.50236  -3.45050  0.93589  0.079
H  -0.62116  -2.71681  2.44756  0.109
H  0.63486  -2.20218  1.29394  0.101
H  -0.46109  0.16541  2.47194  0.108
H  1.11088  2.99077  1.08888  0.092
H  -0.09587  1.72564  1.04914  0.080
H  0.41189  2.42125  2.61871  0.067
H  3.32693  2.60358  1.21378  0.123
H  6.44604  0.64815  1.45446  0.084
H  5.74200  1.41224  -0.00304  0.093
H  5.70844  2.27169  1.54074  0.084
H  4.87384  -1.33986  1.80670  0.128
H  3.64426  -2.86206  2.93691  0.094
H  1.86741  -2.84699  3.11448  0.059
H  2.62852  -3.15867  1.53646  0.106
H  -0.04259  -2.52603  4.23220  0.113
H  -0.64350  -1.46038  5.60579  0.150
H  2.27233  -2.36377  5.24588  0.123
H  1.04756  -3.24167  6.19956  0.134
H  1.74253  -2.93073  8.50124  0.121
H  2.26333  -1.35769  10.39102  0.127
H  2.52189  1.06627  9.86519  0.112
H  2.28240  1.90829  7.54452  0.122
H  -2.74608  1.22669  -1.81483  0.086
H  -1.15725  0.63157  -1.30971  0.087
H  -2.45180  -0.51615  -1.72818  0.084
H  -3.63822  2.40517  -0.01105  0.120

=====

4.
# C32H38As2CrN3O7P2S

A structure of composition C32H38As2CrN3O7P2S in a non-equilibrium geometry (wB97M-V/def2-TZVPD, OMol25).

Properties
orbital gap (spin up / spin down): 0.294 / 0.278 Eh
⟨S²⟩: 3.845
E_tot: -8530.3040 Eh
multiplicity: 4
LUMO energy (spin up / spin down): 0.4391 / 0.2211 eV

Last column: Löwdin spin population.
Element x y z (Å)
Cr  1.06999  1.51345  -1.49650  3.040
C  -0.25297  -1.98520  1.90321  0.000
C  -1.57427  -2.17999  1.16044  0.000
As  -1.55813  -1.29840  -0.62181  0.003
C  -2.62881  0.31206  -0.23815  -0.002
C  -2.23431  1.57657  -0.67512  0.002
C  -2.97654  2.70032  -0.33131  -0.002
C  -4.12904  2.56955  0.42900  0.000
C  -4.55885  1.31575  0.83810  -0.002
C  -3.80278  0.20372  0.50253  0.000
C  -2.98144  -2.36044  -1.45103  0.001
C  -2.84619  -3.74694  -1.48058  0.000
C  -3.78139  -4.53869  -2.13083  0.000
C  -4.85925  -3.95220  -2.77905  0.000
C  -4.99024  -2.57142  -2.77665  0.000
C  -4.05660  -1.78043  -2.11914  0.000
As  0.12343  -0.08276  2.23440  0.002
C  -1.20743  0.20647  3.63460  0.000
C  -2.10682  1.25224  3.48330  0.000
C  -3.07199  1.49861  4.45418  0.000
C  -3.14047  0.69573  5.58111  0.000
C  -2.24172  -0.35391  5.74031  0.000
C  -1.27932  -0.59475  4.77300  0.000
C  1.67148  -0.27656  3.41909  0.000
C  1.95691  0.75840  4.30931  0.000
C  3.05784  0.68867  5.14860  0.000
C  3.89484  -0.42038  5.10956  0.000
C  3.62299  -1.45231  4.22476  0.000
C  2.51924  -1.37890  3.38138  0.000
H  0.56933  -2.37629  1.30009  0.000
H  -0.25452  -2.50995  2.86090  0.000
H  -2.41376  -1.81485  1.75340  0.000
H  -1.74452  -3.23976  0.96769  0.000
H  -1.15313  1.06987  -2.34168  0.004
H  -2.66496  3.67220  -0.68278  -0.001
H  -4.69938  3.45466  0.68129  0.000
H  -5.46670  1.20165  1.41604  0.000
H  -4.13918  -0.77690  0.81849  0.000
H  -1.99711  -4.22157  -1.00088  0.000
H  -3.66291  -5.61483  -2.13885  0.000
H  -5.59043  -4.56841  -3.28615  0.000
H  -5.82300  -2.10478  -3.28772  0.000
H  -4.17952  -0.70467  -2.12077  0.000
H  -2.05880  1.87703  2.60070  0.000
H  -3.77044  2.31526  4.32311  0.000
H  -3.89093  0.88473  6.33817  0.000
H  -2.28849  -0.97996  6.62256  0.000
H  -0.57091  -1.40389  4.91403  0.000
H  1.30515  1.62470  4.35455  0.000
H  3.25955  1.49744  5.83974  0.000
H  4.75055  -0.48015  5.76976  0.000
H  4.26883  -2.32089  4.19004  0.000
H  2.32480  -2.19535  2.69747  0.000
N  4.49732  0.20926  0.52353  0.001
C  3.35956  0.79462  0.13742  0.001
O  2.45227  0.11817  -0.38126  0.016
C  3.21141  2.27909  0.31440  -0.008
C  1.77629  2.72718  0.03070  -0.062
H  4.60431  -0.78688  0.42833  0.000
H  5.20495  0.73483  1.00398  0.000
H  3.89676  2.71968  -0.41534  0.000
H  3.57942  2.55286  1.30999  -0.003
H  1.75587  3.78578  -0.22991  0.002
H  1.16613  2.60867  0.93216  0.003
N  1.72599  0.14126  -5.90889  0.000
C  2.62213  0.11457  -4.68546  0.001
C  3.97747  -0.47209  -5.02781  0.000
P  1.62125  -0.98268  -3.53314  0.004
O  2.67962  -1.53689  -2.49585  0.000
O  1.11906  -2.03188  -4.45697  0.000
O  0.63518  -0.05694  -2.84778  0.025
P  2.56832  1.81864  -4.03097  0.003
O  3.77303  2.54258  -4.82978  0.000
O  1.26335  2.37616  -4.48718  0.009
O  2.88136  1.74627  -2.54625  0.019
H  1.24340  -0.77469  -5.92536  0.000
H  2.25296  0.30719  -6.76394  0.000
H  1.06432  0.92172  -5.74960  0.000
H  3.88467  -1.51452  -5.33799  0.000
H  4.61379  -0.44147  -4.14568  0.000
H  4.46746  0.10554  -5.81504  0.000
H  2.69496  -1.01053  -1.66623  0.000
H  3.68531  3.50040  -4.77881  0.000
S  -0.67128  4.37943  -2.08555  0.051
C  -0.28174  2.84685  -1.82762  -0.087
N  -1.07256  1.67428  -1.52406  -0.020

=====

E_tot of number 2 (C32H37ClN2O4)?
-2112.1181 Eh

=====

The lowest E_tot belongs to which entry?
C32H38As2CrN3O7P2S